# 1
The following is a DFT calculation (ωB97M-V/def2-TZVPD) of a molecular structure, C31H36N4O2ReS2 in a non-equilibrium geometry.

Element x y z (Å)
Re (-0.66879, -0.21984, 0.63796)
C (-1.19875, -3.34884, 1.19334)
C (-1.33625, -2.54757, 2.49208)
N (-1.88577, -1.19753, 2.23133)
C (-3.39059, -1.14984, 2.23706)
C (-4.19316, -2.17119, 1.41645)
S (-4.25317, -2.00989, -0.40135)
C (-3.22479, -3.38361, -0.98072)
C (-1.74726, -3.04048, -1.18558)
N (-1.01907, -2.48098, -0.00666)
H (-2.08846, -3.94940, 1.04449)
H (-0.35470, -4.03100, 1.29122)
H (-0.35779, -2.41503, 2.94351)
H (-1.96236, -3.08910, 3.20423)
H (-1.62709, -0.62750, 3.03669)
H (-3.70045, -0.14560, 1.95060)
H (-3.69499, -1.31602, 3.27494)
H (-5.22852, -2.02506, 1.72261)
H (-3.93089, -3.19731, 1.66869)
H (-3.63204, -3.65981, -1.95233)
H (-3.37530, -4.23707, -0.32168)
H (-1.65487, -2.33971, -2.01185)
H (-1.24888, -3.97044, -1.48153)
H (-0.03410, -2.52204, -0.26826)
C (-1.93298, 2.74982, 1.66948)
C (-0.49085, 2.60232, 2.03765)
C (0.15623, 3.72672, 2.58330)
C (1.45363, 3.64665, 2.99655)
C (2.14003, 2.41738, 2.90235)
C (3.45774, 2.25113, 3.37427)
C (4.09185, 1.04359, 3.25311)
C (3.43376, -0.03292, 2.64890)
C (2.14748, 0.10734, 2.17651)
S (1.34577, -1.23078, 1.41134)
C (1.46320, 1.33002, 2.30258)
N (0.16020, 1.44716, 1.85432)
H (-2.45489, 3.28983, 2.45874)
H (-2.43139, 1.79796, 1.51309)
H (-2.04278, 3.34334, 0.75782)
H (-0.40339, 4.64747, 2.66894)
H (1.95966, 4.51022, 3.41072)
H (3.95557, 3.09131, 3.84090)
H (5.10092, 0.91758, 3.62055)
H (3.93324, -0.98796, 2.54744)
C (3.98400, -1.99800, -2.34104)
C (3.47605, -0.69032, -1.80311)
C (4.37224, 0.24287, -1.28711)
C (3.93499, 1.45032, -0.77461)
C (2.57886, 1.71839, -0.72717)
C (1.67314, 0.78333, -1.20549)
N (0.24973, 1.08350, -1.02509)
C (-0.49288, 1.35713, -2.27453)
C (0.22182, 1.59839, -3.44091)
C (-0.43622, 1.98412, -4.59759)
C (-1.81115, 2.15674, -4.59597)
C (-2.52348, 1.93244, -3.43157)
C (-1.87489, 1.53312, -2.26464)
C (-2.74664, 1.37075, -1.05474)
O (-3.75853, 2.00911, -0.92313)
O (-2.38649, 0.45361, -0.17195)
C (2.10488, -0.41075, -1.78570)
C (1.13697, -1.37077, -2.41650)
H (5.06056, -2.07221, -2.20928)
H (3.76308, -2.11252, -3.40382)
H (3.51926, -2.83448, -1.81392)
H (5.43239, 0.02329, -1.30747)
H (4.64556, 2.18082, -0.41137)
H (2.22582, 2.66689, -0.33245)
H (0.23094, 1.97598, -0.53310)
H (1.29945, 1.50388, -3.44444)
H (0.13579, 2.16140, -5.49833)
H (-2.32503, 2.48559, -5.48869)
H (-3.59467, 2.07293, -3.39901)
H (0.11084, -1.17260, -2.11190)
H (1.39110, -2.40746, -2.18540)
H (1.16755, -1.26880, -3.50379)

Its total charge is +2. The orbital gap (alpha / beta) comes out at 7.3 / 6.2 eV. Its spin multiplicity is 4. As for the expectation value of S²: 3.779.

---

# 2
The following is a DFT calculation (ωB97M-V/def2-TZVPD) of a molecular structure, C26H26F5N3ReS in a non-equilibrium geometry.

Element x y z (Å)
Re (-0.40275, 1.03640, -0.60596)
C (-3.51822, -4.09651, -0.89924)
C (-2.39601, -3.51544, -0.03581)
C (-1.13017, -3.24434, -0.81276)
C (-0.32670, -4.33332, -1.16324)
C (0.87752, -4.18045, -1.81986)
C (1.34399, -2.90703, -2.12316)
C (0.57968, -1.80410, -1.79360)
C (1.08023, -0.41518, -2.10933)
C (0.24754, 0.39403, -3.11710)
C (-0.66761, -1.98061, -1.17889)
N (-1.37300, -0.76300, -0.92342)
C (-2.68562, -0.64099, -1.00300)
C (-3.21296, 0.63082, -0.74521)
C (-4.47712, 1.19719, -0.74837)
C (-4.31029, 2.56713, -0.46106)
C (-2.96212, 2.79504, -0.29969)
N (-2.26431, 1.62735, -0.45959)
H (-4.40986, -4.28057, -0.30178)
H (-3.21205, -5.04309, -1.34342)
H (-3.79215, -3.43830, -1.72740)
H (-2.14943, -4.23324, 0.74875)
H (-2.73692, -2.61975, 0.48872)
H (-0.66019, -5.32684, -0.88861)
H (1.46875, -5.04882, -2.07552)
H (2.30296, -2.78015, -2.61013)
H (2.10160, -0.48043, -2.48998)
H (1.33576, 0.15612, -1.14800)
H (-0.06516, -0.26786, -3.92617)
H (0.79248, 1.24036, -3.52557)
H (-0.74074, 0.79312, -2.76498)
H (-3.31231, -1.48188, -1.27335)
H (-5.40734, 0.68548, -0.93908)
H (-5.09118, 3.30476, -0.38223)
H (-2.44575, 3.71698, -0.08174)
F (6.39965, 3.31319, -1.50518)
C (5.09715, 3.20041, -1.43521)
C (4.29078, 3.88862, -2.33508)
F (4.83464, 4.65071, -3.26146)
C (2.91830, 3.75590, -2.24890)
F (2.16011, 4.40764, -3.11766)
C (2.31569, 2.94393, -1.27910)
S (0.56793, 2.95316, -1.18497)
C (3.15652, 2.26390, -0.39789)
F (2.63378, 1.47677, 0.55043)
C (4.52718, 2.38332, -0.46254)
F (5.29579, 1.72945, 0.39167)
C (0.98351, 1.74192, 4.44141)
C (0.45315, 0.41015, 3.88087)
C (-0.85248, -0.00971, 4.57729)
C (1.51953, -0.69627, 3.97306)
C (0.16061, 0.61631, 2.46240)
N (-0.04567, 0.76990, 1.34154)
H (1.22284, 1.58546, 5.49273)
H (0.23475, 2.53039, 4.37508)
H (1.89000, 2.06002, 3.92751)
H (-0.63238, -0.15806, 5.63393)
H (-1.23801, -0.94602, 4.17495)
H (-1.61711, 0.76179, 4.49370)
H (1.74784, -0.85033, 5.02716)
H (2.43844, -0.40806, 3.46338)
H (1.15691, -1.63736, 3.56071)

Its relative energy (zero: lowest compared OMol25 entry of this formula, charge and spin) is 17.45 kJ/mol. Its total charge is +2. The orbital gap (alpha / beta) comes out at 5.4 / 5.8 eV. Its spin multiplicity is 2. As for the expectation value of S²: 0.803.

---

# 3
The following is a DFT calculation (ωB97M-V/def2-TZVPD) of 2 unconnected molecules or ions with the total composition C5H11NO2 in a non-equilibrium geometry.

Element x y z (Å)
C (-1.06918, -1.31618, -0.73257)
C (-0.23085, -0.86594, 0.21627)
C (1.25976, 0.76371, 1.27260)
C (2.03819, -0.09237, -1.79886)
C (-3.52129, 0.98395, 1.40879)
N (0.80583, 0.08111, 0.11510)
O (-2.38453, 1.39283, 0.91453)
O (0.94819, 0.60173, -1.19618)
H (-1.15095, -0.85518, -1.59720)
H (-1.64702, -2.16452, -0.51860)
H (0.81301, 0.48900, 2.17929)
H (2.36567, 0.74861, 1.16747)
H (0.82165, 1.75046, 1.27413)
H (3.07428, 0.19565, -1.59647)
H (1.75242, 0.06647, -2.85474)
H (1.86403, -1.03150, -1.45685)
H (-0.20982, -1.28875, 1.31976)
H (-3.64156, -0.19362, 1.48949)
H (-1.88784, 0.73455, 0.39403)

Its relative energy (zero: lowest compared OMol25 entry of this formula, charge and spin) is 793.38 kJ/mol. The orbital gap comes out at 8.9 eV.

---

# 4
The following is a DFT calculation (ωB97M-V/def2-TZVPD) of a molecular structure, C38H54N5OP2STl in a non-equilibrium geometry.

Element x y z (Å)
Tl (1.07092, -1.01783, 0.27345)
C (3.68527, 3.67716, -0.50841)
C (2.48069, 2.73971, -0.47031)
C (1.12293, 3.39807, -0.77521)
P (2.23489, 1.54946, 1.02708)
C (3.99878, 1.51697, 1.72082)
C (4.23489, 0.09240, 2.32307)
C (4.37252, 2.68679, 2.64737)
C (1.27192, 2.16623, 2.40135)
C (1.24027, 3.57687, 2.60523)
C (0.68802, 4.10923, 3.74814)
C (-0.09674, 3.26708, 4.60192)
C (-0.16839, 1.85367, 4.38682)
C (0.58155, 1.29179, 3.30208)
N (0.61867, -0.05571, 2.95898)
C (0.07940, -0.99364, 3.78177)
C (0.31485, -1.08574, 5.22024)
C (0.19941, -2.32063, 5.87465)
C (-0.27464, -3.47872, 5.23498)
C (-0.50123, -3.40972, 3.85045)
C (-0.52804, -2.15654, 3.20767)
P (-1.33869, -2.01776, 1.59758)
C (-1.86850, -3.61658, 0.89305)
C (-0.67228, -4.39832, 0.31196)
C (-2.77072, -4.37232, 1.81568)
C (-2.88615, -1.03092, 1.90380)
C (-3.72433, -1.01069, 0.64467)
C (-2.64901, 0.41381, 2.43890)
H (3.59912, 4.33201, -1.34771)
H (4.69135, 3.24235, -0.67729)
H (3.68958, 4.33915, 0.35529)
H (2.59430, 1.91794, -1.20443)
H (0.99633, 4.24728, -0.15653)
H (0.34215, 2.64052, -0.64464)
H (1.10980, 3.70464, -1.82948)
H (4.58089, 1.54851, 0.78471)
H (3.36568, -0.20687, 2.80520)
H (5.03836, 0.16561, 3.08170)
H (4.49572, -0.73128, 1.65706)
H (3.84997, 2.72054, 3.61808)
H (4.12828, 3.63037, 2.14464)
H (5.45534, 2.70680, 2.90713)
H (1.83044, 4.22563, 1.95079)
H (0.77081, 5.17837, 3.93419)
H (-0.83895, 3.75238, 5.25619)
H (-0.74398, 1.17744, 4.95117)
H (0.72138, -0.21837, 5.77889)
H (0.51902, -2.31660, 6.94361)
H (-0.31584, -4.36994, 5.83993)
H (-0.71151, -4.31311, 3.31160)
H (-2.48124, -3.20345, 0.05994)
H (-0.11928, -4.92449, 1.09688)
H (0.06252, -3.77972, -0.19243)
H (-1.02004, -5.14446, -0.44248)
H (-2.17625, -5.00210, 2.49433)
H (-3.36342, -5.09247, 1.23753)
H (-3.46141, -3.81220, 2.41715)
H (-3.33842, -1.57084, 2.75497)
H (-3.14004, -0.64671, -0.23013)
H (-4.62114, -0.40917, 0.75501)
H (-4.11970, -1.98608, 0.46105)
H (-2.00123, 1.01734, 1.79418)
H (-2.20211, 0.38610, 3.46118)
H (-3.61077, 0.86510, 2.53479)
N (3.01158, -3.69089, 2.54244)
C (3.87685, -4.72705, 2.39692)
C (4.27539, -4.78301, 1.05351)
C (3.46824, -3.78443, 0.41790)
N (2.66398, -3.14981, 1.32597)
H (2.44816, -3.46054, 3.34437)
H (4.34507, -5.20866, 3.21602)
H (4.93376, -5.45062, 0.53556)
H (3.52891, -3.33201, -0.57165)
C (-3.93433, 2.31572, -4.00038)
C (-4.19639, 0.96118, -3.31578)
C (-3.46145, -0.22251, -3.97628)
N (-2.03276, -0.17102, -3.69450)
C (-1.14973, -1.08043, -4.19026)
S (-0.01806, -1.81444, -3.11416)
N (-1.09424, -1.29916, -5.54812)
C (-1.41543, -0.41373, -6.62936)
O (-2.13998, -0.82902, -7.55558)
C (-0.88684, 0.97541, -6.62519)
C (-1.55290, 1.90376, -7.45767)
C (-1.24401, 3.25858, -7.38959)
C (-0.38604, 3.75292, -6.44030)
C (0.23488, 2.84776, -5.60611)
C (0.05284, 1.47418, -5.74346)
H (-4.45128, 3.11519, -3.42333)
H (-4.30898, 2.39431, -5.00114)
H (-2.86934, 2.49689, -4.09362)
H (-5.28888, 0.69888, -3.42620)
H (-4.04424, 0.99666, -2.20726)
H (-3.71460, -0.28990, -5.05456)
H (-3.85486, -1.14117, -3.54322)
H (-1.83944, 0.12286, -2.74744)
H (-0.64010, -2.19645, -5.73933)
H (-2.26552, 1.45011, -8.18673)
H (-1.72316, 3.97421, -8.00979)
H (-0.15129, 4.81147, -6.29114)
H (0.85718, 3.27213, -4.76264)
H (0.67504, 0.77829, -5.16780)

Its relative energy (zero: lowest compared OMol25 entry of this formula, charge and spin) is 12.12 kJ/mol. The orbital gap comes out at 5.6 eV.